# 1
# C35H62O21S6

A cluster of 7 separate species, C35H62O21S6 in total (ωB97M-V/def2-TZVPD, OMol25).

The HOMO energy is -9.5 eV. Its structure (SMILES) is CCOCc1ccc2c(c1)C(=O)c1ccccc1C2=O.CCOS(C)(=O)=O.CCOS(C)(=O)=O.CCOS(C)(=O)=O.CCOS(C)(=O)=O.CCOS(C)(=O)=O.CCOS(C)(=O)=O. The value obtained for the lowest unoccupied orbital energy is -0.572 eV.

Each line ends with the Löwdin charge.
Geometry (Å):
C -2.85879 -2.40987 -6.59601  -0.062
C -4.16772 -3.16365 -6.73524  -0.265
O -5.15133 -2.74193 -5.81417  -0.138
C -5.05604 -3.35597 -4.52663  -0.152
C -4.52821 -2.38260 -3.49922  -0.174
C -5.21271 -1.19411 -3.23833  0.007
C -4.72042 -0.29707 -2.29739  0.019
C -3.54408 -0.58771 -1.61687  -0.084
C -2.85366 -1.77357 -1.88322  -0.073
C -3.33921 -2.67885 -2.82364  0.048
C -1.59395 -2.03662 -1.12915  -0.300
O -1.27252 -3.13578 -0.76994  0.141
C -0.78579 -0.82352 -0.83667  -0.116
C 0.59746 -0.82504 -0.84912  -0.029
C 1.25921 0.36079 -0.59078  -0.052
C 0.57535 1.51579 -0.29332  -0.043
C -0.80732 1.52111 -0.28420  0.010
C -1.47599 0.34741 -0.56767  -0.102
C -2.96330 0.32054 -0.59926  -0.298
O -3.63810 0.95763 0.16203  0.137
H -2.03553 -3.04422 -6.92596  0.061
H -2.83203 -1.50918 -7.20481  0.075
H -2.64983 -2.11174 -5.57225  0.063
H -4.57107 -2.96094 -7.72627  0.116
H -4.02110 -4.24320 -6.69143  0.110
H -6.05609 -3.69893 -4.26612  0.131
H -4.39749 -4.22254 -4.57066  0.121
H -6.11963 -0.95210 -3.76937  0.122
H -5.23661 0.62673 -2.08082  0.122
H -2.83422 -3.60786 -3.03896  0.128
H 1.14918 -1.71786 -1.09784  0.127
H 2.33845 0.38032 -0.64081  0.116
H 1.06773 2.44924 -0.08923  0.092
H -1.39742 2.40445 -0.08844  0.117
C 4.55718 3.68173 3.44215  -0.068
C 4.93236 5.08782 3.01889  -0.241
O 4.91947 5.26914 1.58191  -0.261
S 3.51270 5.35408 0.85984  0.558
C 4.09589 5.89092 -0.71065  -0.119
O 2.74161 6.39648 1.46660  -0.277
O 2.94254 4.04919 0.72439  -0.284
H 3.52117 3.45165 3.19909  0.069
H 4.68127 3.57408 4.51937  0.085
H 5.18601 2.94862 2.93681  0.085
H 4.28329 5.83284 3.48104  0.116
H 5.95415 5.31175 3.31720  0.121
H 4.53502 6.87881 -0.60585  0.076
H 3.23336 5.92496 -1.37268  0.078
H 4.82332 5.17191 -1.07750  0.075
C 1.07144 -8.09812 -4.29658  -0.070
C 1.25023 -6.71363 -4.88587  -0.246
O 0.97929 -6.66579 -6.30508  -0.261
S -0.53218 -6.73896 -6.77980  0.558
C -0.26535 -6.28337 -8.45761  -0.118
O -1.27125 -5.71053 -6.10912  -0.292
O -0.98862 -8.09222 -6.72933  -0.270
H 0.03193 -8.41914 -4.33799  0.071
H 1.38567 -8.09855 -3.25287  0.083
H 1.66442 -8.82823 -4.84707  0.086
H 0.62901 -5.97668 -4.37415  0.109
H 2.28546 -6.39403 -4.78931  0.124
H 0.10567 -5.26247 -8.49388  0.075
H -1.22642 -6.35989 -8.96154  0.077
H 0.44557 -6.97717 -8.89739  0.077
C 0.03069 -1.15594 2.63388  -0.048
C -0.68022 0.13327 2.96749  -0.238
O -1.14440 0.23671 4.33422  -0.252
S -0.05980 0.49668 5.45836  0.560
C -1.17202 0.86518 6.77127  -0.114
O 0.68826 1.66942 5.11910  -0.277
O 0.61720 -0.72839 5.76004  -0.282
H 0.97147 -1.27005 3.17311  0.078
H 0.22970 -1.14154 1.56639  0.052
H -0.58097 -2.02779 2.87297  0.094
H -0.03957 0.98849 2.74259  0.112
H -1.57301 0.21203 2.34939  0.116
H -1.70733 1.78035 6.53528  0.076
H -0.57029 0.99608 7.66822  0.064
H -1.85471 0.02896 6.89511  0.078
C 2.10270 -0.52843 8.91298  -0.071
C 2.32999 -1.24757 10.22628  -0.243
O 3.12350 -0.48229 11.16205  -0.265
S 2.43110 0.75006 11.88513  0.562
C 3.68064 1.03434 13.09063  -0.123
O 1.23410 0.29513 12.52380  -0.276
O 2.38567 1.86562 10.99163  -0.276
H 1.49735 0.36652 9.05316  0.062
H 1.58549 -1.18008 8.20891  0.072
H 3.04979 -0.21581 8.47417  0.092
H 1.38745 -1.52741 10.69951  0.115
H 2.89598 -2.16158 10.05975  0.122
H 3.73370 0.17656 13.75488  0.074
H 3.38992 1.92617 13.64114  0.076
H 4.62582 1.19884 12.58080  0.075
C -5.59855 4.46747 0.38103  -0.071
C -5.14301 5.46451 1.42835  -0.248
O -3.73177 5.37070 1.71497  -0.263
S -2.71132 5.94361 0.63991  0.564
C -1.26442 5.85732 1.63146  -0.114
O -3.04646 7.30770 0.36737  -0.273
O -2.58625 5.00875 -0.43759  -0.285
H -5.15643 4.68071 -0.59082  0.070
H -6.68320 4.50927 0.27763  0.081
H -5.30614 3.45529 0.66144  0.078
H -5.38706 6.48900 1.14252  0.114
H -5.63480 5.26198 2.37750  0.121
H -1.35694 6.54162 2.46973  0.078
H -0.42801 6.14417 0.99715  0.073
H -1.13832 4.83289 1.97204  0.074
C 4.38032 0.45408 -6.70683  -0.073
C 3.54428 0.79348 -5.48896  -0.250
O 2.35133 -0.01175 -5.38279  -0.261
S 2.51223 -1.52555 -4.92724  0.561
C 0.81116 -1.85913 -4.64410  -0.109
O 3.22431 -1.55797 -3.68503  -0.279
O 2.96039 -2.30915 -6.03723  -0.276
H 4.79230 -0.55147 -6.64052  0.070
H 5.20987 1.15609 -6.79389  0.081
H 3.77585 0.50395 -7.61232  0.085
H 4.12283 0.70538 -4.56780  0.114
H 3.18438 1.81821 -5.55431  0.121
H 0.46099 -1.24278 -3.81853  0.063
H 0.73109 -2.91592 -4.39469  0.076
H 0.26210 -1.64712 -5.55464  0.071

=====

# 2
# C4H9NO

A cluster of 2 separate species, C4H9NO in total (ωB97M-V/def2-TZVPD, OMol25).

The HOMO energy is -9.0 eV. Its structure (SMILES) is C=C=NC.CO. The value obtained for the lowest unoccupied orbital energy is 0.907 eV.

Each line ends with the Löwdin charge.
Geometry (Å):
C 1.02697 -1.47276 -1.14327  0.011
C 0.10737 -0.95850 -0.36378  -0.228
N -0.66786 -0.51980 0.47237  0.028
C -1.86837 -1.27666 0.79382  -0.101
H 1.63143 -2.27049 -0.73210  0.062
H 1.20040 -1.11702 -2.14980  0.065
H -2.16269 -1.96261 -0.00832  0.081
H -1.62152 -1.85837 1.68673  0.082
H -2.69174 -0.60610 1.04117  0.073
C 0.65753 2.30643 0.15687  -0.179
O 1.38806 1.42839 -0.67236  -0.146
H -0.15906 2.72565 -0.44070  0.078
H 1.29437 3.12851 0.50552  0.072
H 0.21168 1.80153 1.02142  0.062
H 1.65345 0.65178 -0.16756  0.041

=====

# 3
# C22H27NO3

An isolated molecule of C22H27NO3 at a distorted geometry (ωB97M-V/def2-TZVPD, OMol25).

The HOMO energy is -8.5 eV. Its structure (SMILES) is CCOc1ccc(CCNC(=O)C2(c3ccccc3)CC2)cc1OCC. The value obtained for the lowest unoccupied orbital energy is 0.579 eV.

Each line ends with the Löwdin charge.
Geometry (Å):
C 4.84827 1.49597 1.22888  -0.011
C 3.36952 0.85176 1.02227  -0.068
O 3.52322 -0.41713 0.19339  -0.001
C 2.44954 -0.93835 -0.12943  -0.464
C 2.27859 -2.07552 0.21899  -0.076
C 1.25154 -2.90319 0.09920  -0.066
C 0.28002 -2.29204 -0.51115  -0.134
C -1.25325 -3.21365 -0.95179  0.034
C -1.86126 -3.11289 0.47248  -0.126
N -2.27407 -1.74090 0.70458  0.037
C -3.44690 -1.19764 0.89592  -0.246
O -4.59003 -1.93116 0.38514  -0.169
C -3.69652 0.33653 1.01846  -0.351
C -2.36804 1.32043 0.88301  -0.131
C -1.48803 1.11140 1.84155  -0.014
C -0.18379 2.01685 1.83335  0.031
C -0.03107 2.63469 0.60980  -0.067
C -0.91622 2.37813 -0.59713  -0.101
C -2.05527 1.79321 -0.49488  -0.046
C -4.52182 0.69889 2.35400  0.054
C -4.90658 0.97293 0.67870  -0.033
C 0.33167 -1.09505 -1.27432  0.089
C 1.53883 -0.39185 -1.01651  -0.189
O 1.55992 0.92603 -1.42061  -0.101
C 2.76667 0.91817 -2.33625  -0.127
C 2.60974 0.32278 -3.77239  0.036
H 4.75829 2.35342 1.72077  0.013
H 5.55071 0.78561 1.53051  0.052
H 5.05503 1.76099 0.09589  0.110
H 2.75701 1.46362 0.40990  0.087
H 3.26509 0.50289 1.98467  0.093
H 3.01290 -2.59291 0.99686  0.192
H 1.00811 -3.90320 0.48088  0.143
H -1.62043 -2.74863 -1.64023  -0.007
H -0.93363 -4.14547 -1.18862  0.066
H -1.40906 -3.50392 1.11158  -0.016
H -3.13268 -3.43776 0.25320  0.208
H -1.45521 -0.85576 0.77273  0.220
H -1.73275 0.81794 2.68360  0.025
H 0.37921 1.88456 2.56528  0.005
H 0.91809 3.26363 0.41540  0.119
H -0.66669 3.07801 -1.47695  0.138
H -2.77549 1.59129 -1.17649  0.088
H -4.91421 -0.12969 2.80444  0.049
H -4.20702 1.65179 2.74050  0.079
H -5.54373 0.25221 0.26591  0.072
H -4.94789 2.07234 0.49344  0.125
H -0.37838 -0.57581 -1.65246  0.055
H 2.80369 2.20827 -2.33960  0.180
H 3.61520 0.95427 -1.74479  0.062
H 2.46697 -0.48831 -3.54430  -0.072
H 3.34001 0.54860 -4.27492  -0.008
H 1.57219 0.72364 -4.22244  0.165

=====

# 4
# C20H18MoN2O6PS

A structure of composition C20H18MoN2O6PS at a distorted geometry (ωB97M-V/def2-TZVPD, OMol25).

The HOMO energy (alpha / beta) is -11.2 / -11.2 eV. The value obtained for the lowest unoccupied orbital energy (alpha / beta) is -3.777 / -3.777 eV. As for the charge: +1.

Each line ends with the Löwdin charge.
Geometry (Å):
Mo 0.36037 0.61151 -1.32592  0.570
O 1.86039 -1.30794 3.49853  0.160
C 0.93121 -0.78226 2.97274  -0.456
O 0.85282 -0.97378 1.59487  -0.408
C -0.14107 -0.08498 3.78230  -0.051
C -0.39108 -0.78887 4.97144  -0.008
C -1.27445 -0.34002 5.93024  -0.048
C -1.91778 0.87553 5.74793  -0.034
C -1.67343 1.60399 4.60076  0.009
C -0.81715 1.12791 3.62336  -0.189
S -0.08869 -0.02416 0.64429  0.779
H 0.14458 -1.71382 5.12837  0.125
H -1.44248 -0.92934 6.82056  0.115
H -2.59641 1.26378 6.49483  0.118
H -2.14932 2.56258 4.44356  0.135
O -4.67262 3.64631 -0.93273  0.144
C -3.74429 3.98724 -0.02038  -0.479
O -4.02245 4.60093 0.96081  0.174
C -2.33095 3.60355 -0.33411  -0.052
C -1.58978 3.95206 -1.44055  -0.002
N -0.32006 3.51576 -1.20717  -0.029
N -0.18699 2.97294 0.03176  0.054
C -1.39576 2.98308 0.53617  -0.168
C -1.70376 2.20331 1.76214  -0.469
O -2.81619 1.83984 2.00342  0.179
O -0.59839 1.97145 2.52327  0.014
H -4.30577 3.05917 -1.60373  0.117
H -1.85544 4.48944 -2.33614  0.142
H 0.51468 3.83265 -1.66701  0.154
C 2.64529 0.12526 -2.08466  -0.276
P 1.33441 -1.04752 -2.48879  0.772
C 0.41722 -0.31581 -3.85948  -0.260
C 1.75379 -2.75827 -2.67450  -0.377
C 1.75271 -3.55443 -1.52958  -0.076
C 2.11216 -4.88821 -1.63331  -0.053
C 2.45500 -5.41928 -2.86945  -0.047
C 2.44834 -4.62541 -4.01062  -0.059
C 2.10410 -3.28829 -3.91791  -0.080
H 3.44259 -0.32966 -1.49901  0.073
H 2.25721 0.91059 -1.32188  0.009
H 3.06740 0.69974 -2.90721  0.061
H -0.23002 -1.06510 -4.31533  0.068
H 0.99975 0.19860 -4.62157  0.063
H -0.32762 0.42583 -3.42796  0.020
H 1.47025 -3.13494 -0.57067  0.105
H 2.11675 -5.51321 -0.75105  0.117
H 2.72831 -6.46316 -2.94682  0.117
H 2.71545 -5.04871 -4.96911  0.115
H 2.10716 -2.66588 -4.80470  0.111

=====

# 5
# C6H24FHfN12O6

A structure of composition C6H24FHfN12O6 at a distorted geometry (ωB97M-V/def2-TZVPD, OMol25).

The HOMO energy is -16.7 eV. The value obtained for the lowest unoccupied orbital energy is -14.195 eV. As for the charge: +3.

Each line ends with the Löwdin charge.
Geometry (Å):
Hf -15.29365 0.57993 12.74856  2.324
F -13.13924 1.61493 13.15281  -0.424
C -15.51134 3.95916 13.81917  -0.692
O -15.51684 2.96396 13.14245  -0.093
N -15.17703 3.92758 15.07497  0.231
N -15.75757 5.20595 13.43635  0.227
H -14.54700 3.24915 15.47859  0.112
H -15.39183 4.85492 15.41259  0.137
H -15.94043 5.92664 14.11992  0.148
H -15.81573 5.28481 12.43112  0.142
C -9.90441 0.29509 12.09363  -0.745
O -8.84182 0.09311 11.66272  0.178
N -10.22176 1.16144 13.05647  0.227
N -11.00871 -0.25657 11.57791  0.190
H -9.39681 1.66134 13.35590  0.144
H -11.10740 1.11958 13.54021  0.055
H -10.91809 -0.68152 10.66615  0.131
H -11.90582 -0.04475 11.99073  0.049
C -12.11391 2.65160 16.25246  -0.791
O -12.23851 3.58789 15.44993  0.009
N -12.25369 1.45224 15.87913  0.166
N -11.87125 2.74267 17.51290  0.213
H -12.60771 1.32384 14.94196  0.042
H -11.99120 0.58195 16.31934  0.125
H -11.50166 1.89768 17.92459  0.131
H -11.74262 3.64070 17.95688  0.146
C -11.33064 5.22185 11.71196  -0.762
O -10.82838 4.59060 10.77343  0.062
N -11.15588 6.47770 11.93460  0.203
N -11.96850 4.69566 12.69464  0.179
H -11.69791 6.75834 12.73931  0.120
H -10.48892 7.02886 11.41355  0.153
H -12.31597 3.75462 12.81206  0.075
H -12.27551 5.40318 13.34675  0.104
C -13.49570 -2.17398 14.01116  -0.812
O -13.81737 -1.05997 13.77586  -0.078
N -12.53679 -2.53594 14.74953  0.270
N -14.09065 -3.12879 13.47887  0.237
H -12.11950 -1.96133 15.46772  0.152
H -12.19739 -3.48704 14.73177  0.166
H -14.97511 -3.02629 13.00207  0.139
H -13.85988 -4.11207 13.48088  0.168
C -14.49892 2.47370 9.79617  -0.692
O -14.81151 2.05789 10.88625  -0.103
N -13.40818 3.20666 9.67755  0.265
N -14.98918 2.09087 8.66803  0.233
H -12.87779 3.49047 10.48887  0.092
H -13.51143 3.84872 8.90476  0.151
H -15.57167 1.26592 8.65168  0.139
H -15.05759 2.68953 7.85746  0.157